No. 1
{
  "formula": "C25H20N3NaO2S",
  "method": "ωB97M-V with the def2-TZVPD basis set",
  "species": ["Na", "C", "C", "O", "C", "C", "C", "N", "N", "C", "O", "C", "C", "C", "C", "C", "C", "H", "H", "H", "H", "H", "H", "H", "H", "H", "H", "H", "H", "S", "C", "C", "C", "C", "C", "C", "N", "C", "C", "C", "C", "C", "C", "C", "H", "H", "H", "H", "H", "H", "H", "H"],
  "coordinates": [[13.091987, 6.666796, 12.812338], [17.187348, 7.739271, 14.629074], [15.703161, 7.423512, 14.628436], [15.095051, 7.246207, 13.547939], [15.078694, 7.462247, 15.908852], [13.734728, 7.215185, 16.247883], [13.398556, 7.096849, 17.722219], [12.816169, 7.009840, 15.304044], [11.557172, 6.935245, 15.698247], [10.739362, 6.420974, 14.790184], [11.019756, 5.855738, 13.717974], [9.297195, 6.557717, 15.150712], [8.798504, 7.034521, 16.356014], [7.449490, 7.338146, 16.474678], [6.548994, 7.072168, 15.492818], [7.002235, 6.545398, 14.278698], [8.338875, 6.224734, 14.139152], [17.782545, 6.981013, 14.109359], [17.524693, 7.810271, 15.653710], [17.337129, 8.670260, 14.085990], [15.657441, 7.615495, 16.821585], [13.798787, 7.958816, 18.274900], [13.862865, 6.226291, 18.202708], [12.326303, 7.041469, 17.807813], [9.451710, 7.283168, 17.191854], [7.082532, 7.815811, 17.389660], [5.504796, 7.219193, 15.639378], [6.283412, 6.347560, 13.487652], [8.762297, 5.832753, 13.233693], [11.661233, 8.532401, 8.199070], [12.670337, 7.101440, 7.957045], [13.159946, 6.578770, 6.771219], [14.090774, 5.537947, 6.862894], [14.325692, 4.907787, 8.089041], [13.778581, 5.439489, 9.254918], [13.033928, 6.577991, 9.222406], [12.526205, 7.249753, 10.285209], [11.767986, 8.264343, 9.949296], [10.954096, 8.973602, 10.943523], [9.941293, 9.911739, 10.609185], [9.259029, 10.585354, 11.646057], [9.605485, 10.388271, 12.949319], [10.604478, 9.484487, 13.290952], [11.231417, 8.738100, 12.334353], [12.926477, 6.993371, 5.785807], [14.623222, 5.223936, 5.961010], [14.941600, 4.016464, 8.125577], [13.982212, 5.026428, 10.237038], [9.713144, 10.084242, 9.560046], [8.506707, 11.334817, 11.461705], [9.107602, 10.924855, 13.751339], [10.938588, 9.439680, 14.333227]],
  "forces_ev_per_angstrom": [[-0.8, 0.8, 0.5], [0.0, -0.3, -0.4], [-1.2, 0.4, 2.0], [0.6, -0.3, -0.8], [1.6, -0.1, -0.4], [-2.1, -0.9, -1.5], [0.4, 0.5, 0.0], [3.1, 0.5, 0.7], [-2.4, -0.2, 0.6], [0.5, 0.1, 1.2], [0.4, -0.7, -1.1], [-1.3, -0.5, -0.7], [0.3, 0.6, 0.1], [0.1, 0.2, 1.5], [0.0, -0.4, -1.4], [-0.1, -0.5, 0.4], [0.8, 0.9, 0.7], [-0.2, -0.1, 0.0], [0.3, 0.2, 0.2], [0.1, 0.2, 0.0], [0.5, 0.0, -0.4], [-0.2, 0.0, -0.1], [-0.1, -0.1, -0.3], [-0.4, 0.0, 0.3], [0.1, -0.1, -0.4], [0.2, -0.3, -0.1], [-0.7, 0.4, 0.1], [0.1, -0.1, 0.0], [0.0, -0.1, -0.3], [0.3, -0.7, 0.1], [-0.3, 0.8, -0.3], [0.7, 0.0, -0.1], [-0.3, -0.2, -0.2], [-0.1, 0.4, 0.0], [1.1, -1.3, 0.4], [-1.1, 1.3, -1.4], [-0.4, 0.4, 0.3], [-0.3, -1.0, 0.9], [-1.0, 1.3, 1.6], [0.4, -0.3, 0.3], [0.1, 0.0, -1.8], [0.5, -0.4, 1.5], [-0.7, 1.0, 0.3], [2.3, -1.5, -1.7], [0.0, 0.0, 0.4], [-0.3, -0.2, 0.3], [0.1, 0.1, 0.1], [0.1, -0.2, -0.1], [-0.3, 0.3, -0.1], [-0.3, 0.0, -0.5], [-0.2, 0.2, -0.1], [-0.3, -0.3, -0.1]],
  "nbo_charge": [0.89, -0.68, 0.46, -0.78, -0.52, 0.19, -0.68, -0.35, -0.50, 0.54, -0.79, -0.05, -0.19, -0.24, -0.26, -0.23, -0.20, 0.19, 0.19, 0.20, 0.16, 0.18, 0.19, 0.24, 0.22, 0.18, 0.18, 0.19, 0.24, 0.29, -0.23, -0.22, -0.25, -0.23, -0.24, 0.20, -0.49, 0.15, -0.14, -0.23, -0.31, -0.19, -0.30, -0.29, 0.20, 0.19, 0.20, 0.22, 0.17, 0.18, 0.18, 0.20],
  "relative_energy_kcal_mol": 0.0,
  "charge": -2
}

No. 2
{
  "formula": "C25H20N3OReS3Si",
  "method": "ωB97M-V with the def2-TZVPD basis set",
  "species": ["Re", "S", "C", "C", "C", "C", "N", "C", "C", "C", "S", "C", "N", "H", "H", "O", "N", "C", "C", "C", "C", "C", "S", "H", "H", "H", "H", "C", "Si", "C", "C", "C", "C", "H", "H", "H", "H", "H", "H", "H", "H", "H", "C", "C", "C", "C", "C", "C", "C", "H", "H", "H", "H", "H"],
  "coordinates": [[0.203150, 1.130755, 0.351252], [0.807388, 2.011119, -2.066603], [-0.588320, 1.360863, -2.794336], [-0.725206, 1.430542, -4.207066], [-1.951822, 1.179363, -4.770369], [-2.041730, 1.455752, -6.171856], [-2.141013, 1.762164, -7.292033], [-2.933995, 0.548758, -3.995732], [-2.899428, 0.554228, -2.594939], [-1.772847, 1.108669, -1.979200], [-1.874477, 1.687863, -0.339572], [-4.051226, -0.076234, -4.631442], [-4.853899, -0.655358, -5.222858], [0.135808, 1.679715, -4.898376], [-3.840611, 0.335506, -2.033559], [2.115572, 0.709752, 0.563633], [3.107626, 1.685592, 0.580602], [4.352850, 1.178196, 0.611575], [5.393454, 2.020891, 0.706439], [5.216803, 3.397737, 0.756972], [3.940708, 3.890642, 0.760172], [2.844586, 3.036004, 0.715816], [1.197626, 3.301555, 0.878418], [4.406777, 0.044234, 0.578243], [6.352835, 1.641226, 0.669440], [6.128939, 4.099724, 0.577337], [3.710137, 4.942850, 0.857229], [1.476724, -4.073661, -1.068455], [-0.357788, -3.749331, -0.830445], [-0.856061, -4.827975, 0.780916], [-1.466786, -3.973818, -2.254092], [-0.294296, -1.869104, -0.407710], [-0.050115, -0.724218, 0.043682], [1.558377, -5.200672, -1.371211], [2.004470, -3.844688, -0.177260], [2.040859, -3.553453, -1.864308], [-1.848998, -5.228916, 0.895916], [-0.570315, -4.224924, 1.692093], [-0.255961, -5.764749, 0.665426], [-1.274208, -4.892848, -2.883988], [-1.439751, -3.042237, -2.840569], [-2.509171, -4.018897, -2.025955], [-0.412089, 0.987646, 2.055143], [-0.953833, 0.972534, 3.359656], [-0.422999, 0.186496, 4.342441], [-0.814593, 0.320392, 5.673953], [-1.748791, 1.240356, 6.005381], [-2.348020, 2.139605, 5.072516], [-2.079763, 1.917833, 3.694318], [0.403139, -0.463400, 4.141189], [-0.298184, -0.425192, 6.371662], [-2.173847, 1.274478, 7.001641], [-3.032313, 2.867220, 5.412026], [-2.515390, 2.509440, 2.906873]],
  "forces_ev_per_angstrom": [[-0.6, 2.8, 5.2], [0.6, -0.7, 0.6], [-1.3, 0.7, -0.4], [1.1, 0.1, 0.6], [0.5, -1.0, -0.3], [-0.9, 0.2, -1.9], [0.3, -0.5, 1.7], [-1.2, 0.2, 0.1], [0.1, 0.7, 0.0], [0.2, 0.2, -1.5], [-1.5, -0.1, -0.7], [0.0, -0.1, -0.6], [-0.1, 0.1, 0.3], [-1.1, 0.0, 1.3], [1.1, -0.1, -0.4], [3.5, 0.7, -0.1], [-0.1, -1.2, 0.2], [-1.1, -1.8, 0.0], [0.3, 0.7, -0.1], [1.2, 1.6, -1.1], [0.2, 0.9, 0.3], [-1.2, -2.7, 0.0], [-0.3, 2.6, 0.3], [-0.1, 1.8, -0.1], [1.8, -0.8, 0.0], [-1.8, -1.3, 0.8], [0.1, 0.0, -0.2], [-0.2, -2.4, -2.3], [0.4, 1.9, 2.6], [1.5, 0.5, -0.8], [0.0, -0.7, -1.8], [0.2, 0.1, 0.9], [-1.1, -5.2, -2.5], [0.2, 1.7, 0.9], [0.4, -0.2, 1.1], [-0.8, 0.1, 0.2], [-0.7, 0.4, -0.2], [-0.2, -0.9, -0.9], [0.1, 0.7, 0.5], [0.0, 1.1, 0.5], [0.5, -0.4, -0.2], [-0.8, -0.2, 0.7], [0.8, 0.0, -3.0], [-2.7, 2.2, 0.1], [0.5, 0.2, 0.8], [1.3, -2.1, 0.1], [-1.6, 1.4, 0.6], [1.4, -2.5, -2.2], [2.4, -0.9, 1.8], [0.2, -0.3, -0.4], [-1.2, 1.4, -0.6], [0.4, 0.1, 0.3], [-0.7, 0.6, 0.2], [0.0, 0.1, -0.1]],
  "nbo_charge": [0.47, -0.21, -0.17, -0.17, -0.16, 0.30, -0.34, -0.20, -0.12, -0.22, 0.02, 0.29, -0.36, 0.23, 0.23, -0.54, -0.02, 0.07, -0.31, -0.15, -0.25, 0.02, -0.04, 0.25, 0.22, 0.22, 0.23, -1.10, 1.61, -1.07, -1.16, -0.55, -0.21, 0.21, 0.24, 0.25, 0.23, 0.24, 0.21, 0.24, 0.27, 0.25, 0.14, -0.19, -0.16, -0.22, -0.22, -0.22, -0.15, 0.22, 0.21, 0.20, 0.21, 0.23],
  "s2": 0.8253,
  "relative_energy_kcal_mol": 0.0,
  "charge": -1,
  "multiplicity": 2
}

No. 3
{
  "formula": "C25H20N4O5S",
  "method": "ωB97M-V with the def2-TZVPD basis set",
  "species": ["C", "C", "C", "N", "C", "O", "C", "C", "C", "O", "N", "C", "N", "C", "O", "C", "N", "C", "C", "C", "C", "C", "C", "C", "H", "O", "C", "H", "H", "H", "O", "C", "H", "H", "H", "H", "H", "H", "H", "S", "C", "C", "C", "C", "C", "C", "H", "H", "H", "H", "H", "H", "H", "H", "H"],
  "coordinates": [[4.592920, -3.731545, 4.800960], [4.524071, -3.870816, 3.402216], [5.136732, -3.046709, 2.340300], [4.326645, -2.511079, 1.433638], [3.915870, -1.154409, 1.426982], [4.110952, -0.423596, 2.408588], [2.904149, -1.192664, 0.603875], [2.222466, -0.044297, 0.138707], [1.245957, 0.299395, -0.854668], [0.730822, -0.289174, -1.650381], [0.751645, 1.465783, -0.586768], [1.432176, 2.178753, 0.420186], [1.205793, 3.675376, 0.812558], [0.095879, 4.163748, 0.116658], [-0.075846, 5.384834, 0.286394], [-0.358252, 3.468918, -0.926825], [-0.026501, 2.438684, -1.268759], [-1.397567, 4.193573, -1.790776], [-2.878647, 3.726055, -1.446652], [-3.576639, 4.502290, -0.446067], [-4.669261, 4.100474, -0.124343], [-5.201996, 2.650498, -0.161188], [-4.462880, 1.855403, -1.056284], [-3.226529, 2.341155, -1.419751], [-2.556819, 1.702639, -2.443494], [-4.892181, 0.703773, -1.324390], [-3.929889, -0.027465, -2.018850], [-4.002044, 0.094318, -3.180286], [-2.985997, -0.369241, -1.496399], [-4.582022, -1.089947, -2.028860], [-6.444744, 2.460151, 0.192560], [-6.992067, 1.346788, -0.088964], [-8.077344, 1.401371, 0.536548], [-6.437098, 0.555326, 0.425283], [-7.195947, 1.221545, -1.022705], [-5.516253, 4.601068, 0.519403], [-3.173353, 5.612061, -0.488733], [-1.434209, 3.824641, -2.691211], [-1.328542, 5.214931, -1.783867], [2.491458, 1.086143, 1.455494], [2.784008, -2.396228, -0.134244], [2.190215, -3.160810, -1.175272], [2.575576, -4.306807, -1.750996], [3.516698, -4.975699, -1.054395], [4.162789, -4.668676, -0.083505], [3.718365, -3.139981, 0.373546], [4.783947, -5.054127, 0.557660], [3.579739, -5.870625, -1.417257], [1.947080, -4.729924, -2.802967], [1.532151, -2.518446, -1.877595], [6.058268, -3.628552, 1.823618], [5.709369, -2.212778, 2.855553], [3.967224, -4.744423, 2.872106], [4.134414, -4.319216, 5.534173], [5.075255, -2.792458, 5.259445]],
  "forces_ev_per_angstrom": [[1.1, 2.7, -4.2], [-1.4, -2.3, 2.7], [6.8, -0.5, 3.1], [-1.0, 2.6, -2.9], [3.8, -3.4, 7.8], [0.6, 0.5, -1.2], [-8.7, 3.8, -10.2], [4.1, -2.1, 5.8], [1.9, 1.2, 3.5], [-3.3, -7.4, -8.0], [0.2, 12.3, 5.3], [-0.8, 4.6, 3.4], [0.5, -8.0, -1.6], [5.1, 6.3, 5.8], [-1.2, -1.5, -0.3], [-6.8, 9.1, -0.6], [3.0, -16.3, -6.9], [-2.5, -1.9, 3.6], [1.9, -1.6, 4.3], [10.7, 6.1, -6.5], [-14.6, -6.0, 7.2], [4.0, 4.2, -3.3], [0.2, 5.0, 3.8], [3.7, 1.2, -6.3], [-2.1, 1.9, 3.7], [0.2, -4.1, -1.7], [-3.1, -6.9, -2.4], [1.1, 0.6, 2.2], [-0.9, 1.3, -0.8], [1.9, 2.0, 0.0], [1.9, 6.5, 2.0], [-5.2, -4.6, 7.6], [2.5, -0.5, -1.8], [-0.4, -0.6, -0.6], [-1.1, -1.3, -5.9], [2.0, 0.0, -1.2], [-1.2, -2.2, 0.9], [1.3, -1.8, -5.3], [0.3, 2.4, 0.2], [-1.9, 3.6, -2.7], [-0.5, -2.6, -1.5], [-3.6, 5.3, -4.5], [-4.0, 1.1, -2.9], [-3.5, -3.2, -6.5], [0.3, 11.2, 7.2], [4.9, -6.6, 2.1], [3.4, -2.8, 2.8], [1.2, -5.7, -2.0], [2.3, 1.3, 3.6], [0.4, -1.2, 1.5], [-2.0, 0.8, 1.0], [-0.7, -0.7, -0.6], [0.7, 1.2, 1.7], [-0.7, -1.3, 0.5], [-0.5, -1.5, -1.1]],
  "nbo_charge": [-0.37, -0.19, -0.26, -0.43, 0.58, -0.55, -0.12, -0.15, 0.61, -0.46, -0.30, 0.27, -0.44, 0.51, -0.53, 0.18, -0.18, -0.43, 0.01, -0.26, -0.22, 0.28, 0.18, -0.28, 0.23, -0.48, -0.32, 0.22, 0.22, 0.19, -0.48, -0.18, 0.15, 0.17, 0.16, 0.21, 0.23, 0.22, 0.24, 0.53, -0.15, -0.16, -0.22, -0.24, -0.17, 0.26, 0.21, 0.21, 0.24, 0.23, 0.20, 0.24, 0.19, 0.21, 0.20],
  "relative_energy_kcal_mol": 495.0
}